{"formula": "C44H48FI2N5O3Pm", "method": "wB97M-V/def2-TZVPD", "homo_lumo_gap_ha": [0.262, 0.262], "spin_multiplicity": 5, "total_charge": -1, "lumo_energy_ev": [1.9373, 1.9374], "e_above_lowest_ev": 0.000, "e_homo_ev": [-5.20, -5.20], "symbols": ["Pm", "I", "C", "C", "C", "I", "C", "O", "C", "C", "N", "C", "C", "C", "C", "C", "C", "N", "C", "H", "H", "H", "H", "H", "H", "H", "H", "H", "H", "H", "C", "C", "C", "C", "C", "C", "C", "C", "C", "C", "C", "C", "N", "C", "O", "C", "C", "C", "C", "C", "N", "C", "O", "N", "C", "C", "C", "C", "C", "C", "C", "C", "C", "C", "C", "C", "H", "H", "H", "H", "H", "H", "H", "H", "H", "H", "H", "H", "H", "H", "H", "H", "H", "H", "H", "H", "H", "H", "H", "H", "H", "H", "H", "H", "H", "H", "H", "H", "H", "H", "H", "H", "H", "F"], "xyz": [[0.18429, 0.29963, 0.40247], [2.24999, 6.68976, 4.88407], [1.93944, 4.80594, 3.97716], [2.29734, 3.64699, 4.64283], [1.84984, 2.41842, 4.22180], [1.80194, 0.86155, 5.62017], [1.39171, 2.23276, 2.87660], [1.36449, 1.08529, 2.26495], [1.00922, 3.45565, 2.20314], [0.17998, 3.41898, 0.94138], [-0.97098, 2.46282, 1.14598], [-1.73724, 2.60024, 2.42107], [-1.88921, 1.37477, 3.26188], [-2.57068, 1.53013, 4.50023], [-2.82331, 0.43704, 5.28747], [-2.28877, -0.80593, 4.89144], [-1.63671, -0.85118, 3.67941], [-1.46166, 0.19159, 2.82528], [1.24251, 4.69736, 2.75840], [2.81734, 3.73200, 5.59475], [0.70437, 3.10907, 0.05122], [-0.22875, 4.43271, 0.74626], [-1.66360, 2.59364, 0.39624], [-2.75626, 2.96788, 2.12176], [-1.29061, 3.36995, 3.06570], [-2.99960, 2.50390, 4.69695], [-3.49084, 0.56787, 6.15305], [-2.33756, -1.71044, 5.51373], [-1.22253, -1.79637, 3.30893], [0.87402, 5.60245, 2.28378], [5.05607, 0.05193, 2.29117], [4.50587, -1.34807, 1.93045], [3.40414, -1.63844, 2.96573], [4.26994, -1.65703, 0.47324], [5.44969, -1.61099, -0.28757], [5.52854, -2.16700, -1.56140], [4.42150, -2.82031, -2.08659], [3.17119, -2.80729, -1.40612], [2.06207, -3.62135, -2.06504], [2.27199, -3.83561, -3.57699], [1.81298, -5.03804, -1.42500], [3.04901, -2.14295, -0.12358], [1.79865, -1.83327, 0.38824], [1.11205, -2.88353, 0.88867], [1.58075, -3.85851, 1.54994], [-0.38454, -2.89622, 0.67608], [-1.10741, -4.07030, 0.87445], [-2.41907, -4.11060, 0.36813], [-2.93945, -3.07162, -0.38315], [-2.19067, -1.86053, -0.38512], [-1.00751, -1.79072, 0.19911], [-2.63137, -0.77652, -1.28442], [-3.58939, -1.02395, -2.01366], [-1.91961, 0.40867, -1.18939], [-2.13657, 1.32571, -2.23567], [-1.33758, 1.25500, -3.42556], [-1.41170, 2.27760, -4.35503], [-2.34498, 3.30746, -4.21281], [-3.22187, 3.28847, -3.14528], [-3.12594, 2.36804, -2.11683], [-4.32616, 2.26459, -1.13562], [-5.56685, 1.64899, -1.83539], [-4.79522, 3.59394, -0.58115], [-0.53350, -0.02295, -3.74484], [-1.35558, -0.92767, -4.71452], [0.81857, 0.30856, -4.33144], [5.31436, 0.02885, 3.36879], [4.29497, 0.81670, 2.07387], [6.01583, 0.26343, 1.78615], [5.32847, -2.04484, 2.16868], [2.92478, -2.61402, 2.80640], [2.62055, -0.84706, 2.92872], [3.85699, -1.57196, 3.94621], [6.32853, -1.16545, 0.21329], [6.48251, -2.21504, -2.08216], [4.38112, -3.28079, -3.07647], [1.10602, -3.04643, -1.91616], [3.10096, -4.50296, -3.77515], [2.45491, -2.91145, -4.09895], [1.36938, -4.29882, -4.01714], [2.37789, -5.74962, -2.02203], [0.74994, -5.28141, -1.51110], [2.04584, -5.06009, -0.33447], [-0.58848, -4.90123, 1.33762], [-2.99116, -5.04774, 0.49951], [-3.91123, -3.09284, -0.89561], [-0.82144, 2.20111, -5.28604], [-2.39743, 4.04741, -4.98969], [-4.01222, 4.03510, -3.04877], [-4.03464, 1.64149, -0.30409], [-5.93830, 2.33311, -2.56552], [-6.30617, 1.38982, -1.07615], [-5.28779, 0.72306, -2.33149], [-5.20849, 4.24362, -1.37742], [-3.98005, 4.15090, -0.09544], [-5.60271, 3.45434, 0.14086], [-0.40047, -0.55082, -2.83018], [-1.55276, -0.44491, -5.67166], [-2.32759, -1.16478, -4.29450], [-0.82903, -1.86804, -4.86089], [0.71088, 0.81000, -5.31267], [1.42662, -0.60201, -4.46330], [1.40440, 0.93822, -3.66753], [1.38883, 0.97516, -1.08662]], "forces_ev_per_a": [[0.2696, -0.4919, 0.6544], [0.0485, -0.3942, -0.2844], [-0.1594, 0.0467, -0.8754], [-0.3293, 0.7715, 1.1543], [0.0464, -0.5666, -1.0815], [0.1773, -0.0763, -0.3680], [0.4236, 0.1734, -0.3703], [-0.5505, 0.7908, 0.5536], [0.0226, -0.1648, 0.0160], [-1.1865, 0.1516, 0.8948], [-0.5459, 0.1315, 0.0045], [-0.3089, 1.0210, -1.1342], [-0.3030, -0.6476, 0.5828], [0.1146, -0.0590, -1.2558], [-0.2660, -0.3020, 0.2151], [-0.0222, 0.3203, 0.3389], [0.4688, -0.3859, -0.8435], [-0.2693, 0.1565, 0.8496], [0.4669, 0.3400, 1.1026], [-0.2192, -0.0829, -0.0762], [0.3599, -0.2557, -0.3316], [0.3635, -0.3930, 0.0921], [0.6024, -0.0966, 0.1413], [0.6799, -0.3005, 0.5251], [-0.0864, -0.0541, -0.2843], [0.0897, 0.0224, 0.2874], [0.6219, -0.2975, -0.2518], [-0.1697, 0.5318, -0.3848], [-0.1571, 0.2795, 0.2230], [0.0418, -0.1702, -0.0889], [0.4096, -0.3151, -0.1634], [0.0837, 0.1177, 1.3489], [-0.7881, 0.3051, -0.9002], [-0.5916, -0.1863, -1.1363], [-0.1961, -0.2693, 0.0683], [0.2367, -0.2390, 0.2066], [-1.4357, 0.4115, 0.6913], [1.1886, -0.2010, 0.2938], [-1.1647, 0.3317, 0.4494], [-1.0322, -0.1556, 0.2956], [0.0205, 1.0042, 0.4873], [2.6118, 0.4598, -0.9556], [-2.3442, -1.1932, 0.2057], [1.2116, -0.4710, 1.7666], [-0.7635, 1.0733, -1.4597], [-1.0653, 0.1359, 0.3404], [-0.0937, 0.7384, -0.4987], [0.0118, -1.0788, 0.0709], [0.2509, 0.9673, 0.6362], [-0.4137, -2.2394, 0.1583], [0.7896, -0.9404, -0.4917], [0.2808, 2.9297, 0.2142], [-0.0939, 0.0726, -0.4680], [-0.5187, -2.2679, 0.1780], [-0.4640, 1.1979, -0.4528], [-0.3439, -0.6555, 0.8459], [-0.3615, 0.0096, -0.5532], [0.4482, -0.5580, -0.1022], [-0.0675, 0.8276, 0.2260], [-0.0871, -1.6298, -0.1988], [0.1736, 0.1852, -0.7533], [1.2514, -1.0274, 0.6874], [0.2538, 0.9308, -0.0012], [-0.9121, 0.9277, -0.8932], [0.1211, 0.3163, 0.6846], [0.6403, -0.1897, -0.4692], [-0.3803, 0.2446, -0.4348], [0.3823, -0.0677, 0.1526], [-0.5538, 0.1575, -0.0823], [-0.1846, 0.0923, 0.0898], [0.2173, 0.2640, 0.1599], [0.4674, -0.5597, -0.0282], [0.0712, -0.1817, 0.3391], [-0.3874, -0.4152, -0.5330], [-0.1483, 0.2501, -0.0250], [0.7357, 0.2344, 0.5071], [0.7140, -0.3059, -0.2375], [0.1536, -0.2528, -0.0198], [0.0451, 0.4450, -0.2117], [0.3171, 0.1561, 0.2221], [0.1791, -0.3335, 0.3539], [0.0418, -0.0849, -0.1397], [0.1147, -0.1057, -0.9487], [-0.2121, 0.0088, -0.0627], [0.2811, 0.6241, -0.1493], [0.6624, -0.0511, 0.2860], [-0.3017, 0.2005, 0.6660], [-0.1816, 0.3365, -0.1115], [0.2383, -0.0500, -0.3299], [0.1511, -0.4367, 0.2609], [-0.4871, 0.5407, -0.4484], [-0.2370, 0.2423, -0.1052], [0.0323, -0.0882, -0.0913], [0.2331, -0.2637, 0.3525], [-0.1854, -0.0442, -0.0349], [0.0597, -0.0670, 0.0478], [0.1814, -0.4919, 0.7588], [0.2790, 0.0947, -0.1003], [-0.1584, -0.0025, 0.2300], [0.1443, -0.0854, -0.2104], [0.1823, -0.2949, 0.3900], [-0.3059, 0.1786, -0.1538], [-0.0841, 0.2147, 0.1092], [0.4533, 0.5747, -0.8298]]}